Entry from OMol25: one molecule with the formula C17H22BF3N2O4 in a non-equilibrium geometry (the ωB97M-V functional and the def2-TZVPD basis).

* HOMO energy: -8.673 eV
* relative energy (zero: lowest compared OMol25 entry of this formula, charge and spin): 0.9 kcal per mole
* 2S+1: 1
* Kohn-Sham gap: 9.078 eV
* SMILES: C=CC(=O)N(CC(=O)N[C@@H](Cc1ccc(C)cc1C)B(O)O)CC(F)(F)F

Last column: Löwdin charge in e.
Geometry (Å):
C: 0.5422 1.4053 4.6685  0.068
C: 0.3814 0.9510 3.4222  -0.069
C: -0.6969 0.0045 3.0152  -0.405
O: -0.7206 -1.1709 3.3561  0.078
N: -1.7024 0.5064 2.1943  -0.025
C: -2.8130 -0.3548 1.7891  -0.050
C: -2.3823 -1.4396 0.8888  -0.441
O: -3.1047 -2.4325 0.7961  0.062
N: -1.2646 -1.2898 0.0735  0.096
C: -0.8563 -2.4177 -0.7264  -0.167
C: -0.3624 -1.9671 -2.1064  -0.068
C: 0.6183 -0.8156 -2.0324  -0.183
C: 1.7627 -0.9777 -1.2930  -0.030
C: 2.7337 -0.0084 -1.2275  -0.027
C: 2.5646 1.1901 -1.9066  -0.317
C: 3.5168 2.2812 -1.7816  -0.060
C: 1.4177 1.3592 -2.6404  -0.019
C: 0.4085 0.4073 -2.6911  -0.227
C: -0.8261 0.7365 -3.4531  -0.048
B: 0.2235 -3.1327 0.2601  -0.629
O: 0.3682 -2.9656 1.6313  0.168
O: 1.0510 -4.0474 -0.3199  0.155
C: -1.7224 1.8508 1.5957  -0.028
C: -0.9709 1.9494 0.2668  -0.573
F: -0.8337 3.2228 -0.2340  0.132
F: -1.6374 1.2219 -0.6133  0.151
F: 0.2437 1.4384 0.5396  0.131
H: 1.2523 2.1474 4.9049  0.049
H: -0.0622 1.0726 5.5152  0.081
H: 0.9561 1.3568 2.6142  0.096
H: -3.2549 -0.7811 2.7035  0.150
H: -3.5903 0.2782 1.3346  0.143
H: -0.5975 -0.5257 0.2068  0.119
H: -1.7265 -3.0629 -0.8042  0.143
H: 0.1141 -2.8198 -2.6108  0.137
H: -1.2182 -1.6625 -2.6914  0.104
H: 1.9071 -1.9254 -0.7861  0.109
H: 3.6881 -0.1392 -0.7319  0.112
H: 3.6683 2.7245 -2.7692  0.085
H: 4.4832 1.9383 -1.3559  0.092
H: 3.0879 3.0878 -1.1763  0.088
H: 1.2211 2.3096 -3.0880  0.116
H: -1.0494 -0.0724 -4.1580  0.083
H: -0.6125 1.5839 -4.1245  0.084
H: -1.7044 0.9621 -2.8239  0.081
H: -0.0097 -2.2860 2.2134  0.047
H: 1.5602 -4.4239 0.4286  0.125
H: -1.2873 2.5493 2.3044  0.133
H: -2.7644 2.1836 1.4234  0.147